Entry 1:
Entry from OMol25: a molecular structure, C39H44ClF2N5O5SSi2Sr (ωB97M-V/def2-TZVPD).

Computed properties:
E_HOMO (eV): -0.66
Total charge: -2
ΔE to the lowest compared entry with this formula, charge and spin (eV): 0.784

XYZ file:
```
100
Properties=species:S:1:pos:R:3:mulliken_charge:R:1
Sr -0.0341 0.8973 -0.1660 1.489
Cl 1.5822 3.1757 -1.9995 1.633
S 3.1769 -0.7215 -0.9572 1.219
Si -0.6775 3.9923 1.7849 0.114
Si 1.0208 -1.8074 2.1134 -0.008
F -0.8905 -0.5656 -6.4554 -0.405
F -3.1366 3.0138 -4.4570 -0.390
O 2.4165 4.2395 -1.5288 -0.711
O 2.0718 1.8995 -1.4809 -0.620
O 4.1836 -0.2313 0.0186 -0.772
O 1.5748 3.1405 -3.4331 -0.727
O 0.2310 3.3362 -1.4864 -0.604
N -2.7136 -0.9298 -0.4822 0.569
N 1.0486 -0.1480 1.8623 1.149
N -2.1806 0.2105 1.9277 1.425
N -0.1528 -2.3366 -3.0823 0.190
N 0.1929 2.5470 1.7465 0.778
C 4.9692 -2.3160 -2.0713 -0.907
C 1.7572 3.0730 3.5560 -0.661
C -1.4045 4.4379 3.4931 -1.176
C -4.6595 -2.0440 0.4224 1.631
C 1.8091 -2.9927 -4.9267 -0.553
C 3.6530 -2.4399 -1.3231 -0.171
C -1.9940 1.2460 -5.4871 -1.000
C 3.7837 -0.2098 -2.6091 -0.948
C -2.6173 0.4375 4.2704 -1.069
C 2.6860 2.6999 4.5261 -0.909
C -4.0698 -0.9118 2.9332 1.804
C -5.2038 -1.7736 2.7640 -0.885
C 0.1781 -1.4639 -4.0414 0.025
C -4.0431 -2.3617 -1.8666 -1.233
C -1.7487 1.6355 -3.1097 -0.407
C 0.2047 5.5579 1.2016 -1.144
C -2.2809 1.9575 -4.3376 0.395
C -2.9532 -1.5025 -1.6418 -0.079
C 2.6844 -2.7217 2.3257 -1.565
C 3.0507 1.3722 4.6288 -0.934
C 1.4311 -3.9089 -3.9533 -0.559
C -0.0001 -2.3499 3.6227 -1.162
C -1.1438 0.1749 -5.3240 0.828
C 1.5612 0.7816 2.7537 0.148
C -3.7244 -0.3587 4.1787 -1.091
C -0.5992 -0.1977 -4.0995 -0.860
C -3.2514 -0.5985 1.8348 -0.799
C -1.8653 0.6960 3.1108 -0.848
C 1.1911 -1.7587 -4.9631 -0.475
C 4.6790 -1.3112 -3.1876 -0.432
C -3.5476 -1.1934 0.5433 -0.553
C 0.4613 -3.5150 -3.0458 -0.393
C 2.4920 0.4474 3.7473 -0.575
C -5.4904 -2.3111 1.5612 -0.978
C 0.1795 -2.6212 0.6249 -0.372
C 1.1524 2.1697 2.6672 -0.024
C -4.8981 -2.6279 -0.8337 -0.873
C -2.1858 3.7859 0.6644 -0.571
C -0.8769 0.5467 -2.9280 0.642
H -2.2426 -1.2852 -2.4275 0.194
H -1.8016 3.5524 3.9979 0.225
H 2.5847 -3.2368 -5.6438 0.413
H -2.2242 5.1549 3.3771 0.367
H -2.0255 2.2843 -2.2814 0.259
H -2.8177 2.9556 0.9952 0.042
H 5.3193 -3.2757 -2.4602 0.407
H 0.3012 -3.7090 0.6626 0.478
H -2.4135 1.5014 -6.4491 0.437
H 1.1097 5.7418 1.7866 0.290
H 0.5793 -2.2813 -0.3367 -0.400
H -4.1811 -2.7986 -2.8468 0.481
H 2.6358 -3.7344 1.9098 0.460
H -2.3029 0.8692 5.2112 0.524
H 2.9242 0.0351 -3.2329 0.085
H -6.3441 -2.9676 1.4335 0.350
H 2.9525 -2.8119 3.3825 0.493
H -1.0611 -2.1205 3.4859 0.147
H 1.4887 4.1212 3.4715 0.093
H 4.1412 -1.8241 -3.9882 0.035
H 1.4703 -1.0176 -5.6991 0.410
H 4.3066 0.7172 -2.3804 0.656
H 5.5912 -0.8970 -3.6208 0.383
H 0.0956 -3.4265 3.8025 0.413
H 2.8701 -2.8788 -1.9439 -0.288
H 1.8877 -4.8879 -3.8830 0.379
H -4.3336 -0.5825 5.0481 0.354
H -0.8923 -2.4088 0.6184 -0.012
H -0.4464 6.4345 1.2951 0.342
H -1.8819 3.6046 -0.3695 -0.076
H -5.7497 -3.2882 -0.9603 0.356
H 3.7063 -2.9593 -0.3666 0.368
H -0.9832 1.3240 3.1288 0.345
H 3.1182 3.4512 5.1796 0.323
H 3.4875 -2.1709 1.8281 0.337
H 0.1563 -4.1789 -2.2412 0.325
H -2.7955 4.6950 0.6602 0.429
H 0.3448 -1.8244 4.5183 0.291
H -5.8216 -1.9874 3.6293 0.379
H 0.5067 5.4508 0.1583 0.209
H 5.7257 -1.9254 -1.3875 0.338
H -0.6579 4.8840 4.1540 0.279
H 2.8158 -0.5861 3.8128 0.133
H 3.7774 1.0460 5.3660 0.350
```

=====

Entry 2:
Entry from OMol25: a molecular structure, C39H44CoF2N9O2PSi (ωB97M-V/def2-TZVPD).

Computed properties:
Multiplicity: 2
E_HOMO (alpha / beta) (eV): -6.78 / -6.80
⟨S²⟩: 0.762
ΔE to the lowest compared entry with this formula, charge and spin (eV): 0.064

XYZ file:
```
99
Properties=species:S:1:pos:R:3:mulliken_spin:R:1
Co 0.3250 -0.0009 0.4737 1.085
P -2.3333 1.5003 -2.1116 0.013
Si 2.7412 1.4979 -1.3099 0.004
F -0.5229 -1.9806 2.2768 -0.003
F -0.5614 0.0306 3.1777 0.003
O 0.3601 0.6453 6.3445 0.000
O -0.3684 -1.4824 -0.8184 0.017
N -0.4214 3.6848 2.3569 -0.001
N 3.1925 -1.8719 2.8208 0.000
N -0.1417 1.8762 1.1898 -0.031
N 1.3140 0.5327 -1.2031 -0.013
N -1.6635 3.3292 1.9693 0.002
N 3.6317 -2.3367 1.6303 0.002
N -0.9681 0.9189 8.0694 0.000
N 1.9692 -0.8679 1.3421 0.023
N -0.4802 -0.3818 8.0934 0.000
C 0.2900 -0.4980 7.0693 0.000
C -1.7340 -4.7584 0.0385 0.000
C -1.1138 3.8279 7.3846 0.000
C 1.0270 -1.6592 6.5781 0.000
C -3.9028 2.4616 -2.0372 0.003
C -0.3807 3.1279 5.1920 0.000
C -0.6523 2.8366 6.5251 0.000
C -1.0126 5.4066 5.5758 0.000
C 0.8236 -0.7056 -4.7023 0.000
C 2.8646 -1.7106 0.7667 0.001
C -0.2232 4.7806 3.2829 -0.001
C -0.0368 -1.7676 -4.4885 0.000
C -3.0951 -4.4822 0.0356 0.000
C 4.1868 0.5289 -2.0352 0.001
C -0.5543 4.4171 4.7144 0.001
C -1.2871 -2.4948 -0.5561 0.030
C 0.6098 -2.9474 6.8962 0.000
C 2.7326 -2.5525 5.1252 0.000
C 1.2636 -4.0309 6.3360 0.000
C -0.4521 -2.0403 -3.1863 0.001
C 2.5657 3.1040 -2.2887 0.000
C -1.4528 2.2444 1.2678 0.007
C -0.7804 -0.6479 1.9466 -0.098
C -1.2930 5.1132 6.9027 0.000
C 0.4704 2.8029 1.8988 0.014
C 3.3325 2.0976 0.3781 -0.002
C -3.5437 -3.2035 -0.2639 -0.001
C -2.4446 0.8768 -3.8318 0.002
C 0.0035 -1.2560 -2.1519 0.019
C 3.7932 -2.3173 4.0802 0.000
C 0.8959 -0.1709 -2.3091 -0.045
C -0.8192 -3.7600 -0.2588 0.000
C -2.6361 -2.1973 -0.5651 -0.003
C 1.2721 0.0749 -3.6436 -0.002
C 2.1102 -1.4690 5.7296 0.000
C 2.1984 -1.0045 2.6331 0.007
C -1.1340 2.8663 -2.3409 -0.007
C 2.3028 -3.8363 5.4356 0.000
C -0.4591 1.4790 7.0279 0.000
H 2.2754 2.9842 -3.3331 0.000
H -1.3912 3.4964 -3.1959 0.000
H 0.9410 -5.0353 6.5753 0.000
H -0.3914 -2.3756 -5.3092 0.000
H 2.7773 -4.6886 4.9647 0.000
H 0.8192 5.0932 3.1975 0.000
H -2.9485 -1.1880 -0.8035 -0.007
H -1.3824 -5.7528 0.2803 0.000
H -0.2327 -3.0829 7.5607 0.000
H 3.5261 3.6288 -2.2719 0.000
H 3.9227 -0.0135 -2.9437 0.000
H 1.9354 0.9014 -3.8576 0.000
H 2.9424 3.0947 0.5923 0.000
H -1.1293 -2.8598 -2.9867 0.000
H -3.8057 -5.2632 0.2718 0.000
H 1.5239 2.8617 2.1065 0.002
H -1.4937 0.4294 -4.1224 -0.001
H -2.2456 1.6893 0.7953 -0.006
H 4.5607 -0.1983 -1.3097 0.000
H 4.4218 2.1866 0.3411 0.000
H 3.0833 1.4197 1.1941 0.001
H 2.4473 -0.4608 5.5208 0.000
H -4.7535 1.7785 -2.0241 0.000
H -1.1032 3.4827 -1.4401 0.000
H -4.6039 -2.9857 -0.2616 0.000
H -3.9342 3.0528 -1.1198 0.000
H -1.8719 -0.6023 1.8163 -0.017
H -1.6555 5.8907 7.5616 0.000
H 2.9390 -1.8501 -0.2994 -0.001
H 0.2475 -3.9428 -0.2494 0.000
H 4.3340 -3.2301 3.8442 0.000
H -3.2100 0.1010 -3.8913 0.000
H -0.0577 2.3304 4.5328 0.000
H 4.5134 -1.5671 4.4114 0.000
H -1.1628 6.4135 5.2040 0.000
H -2.6962 1.6771 -4.5325 0.000
H 5.0143 1.2022 -2.2742 0.000
H -1.3281 3.5790 8.4149 0.000
H -0.8489 5.6068 2.9501 0.000
H 1.8287 3.7585 -1.8150 0.000
H -0.1435 2.4332 -2.4846 0.001
H 1.6320 -0.5281 3.4122 -0.001
H -4.0070 3.1352 -2.8912 0.000
H 1.1533 -0.4678 -5.7063 0.000
```

=====

Entry 3:
Entry from OMol25: a molecular structure, C39H44N3PdS (ωB97M-V/def2-TZVPD).

Computed properties:
E_HOMO (eV): -11.05
Total charge: +1
ΔE to the lowest compared entry with this formula, charge and spin (eV): 0.000

XYZ file:
```
88
Properties=species:S:1:pos:R:3:mulliken_charge:R:1
Pd -0.5549 0.9348 0.3943 -0.931
S -1.4103 2.3318 4.5731 -0.302
N -0.6396 1.1517 2.4396 0.598
N 1.3636 0.3359 -0.8696 0.884
N -1.1512 -1.0377 -0.8834 0.515
C 2.7944 -2.4366 -1.6123 -1.360
C -4.0148 0.3821 0.3247 -1.273
C -0.4880 0.8643 4.7341 1.266
C 0.1489 -4.5629 -1.9288 -1.564
C 5.3485 1.6151 -0.4674 -1.623
C -2.4980 4.2810 1.9868 -0.295
C 4.3127 2.3739 0.0392 -0.575
C 1.6429 4.0125 -0.6834 -1.446
C -4.0670 -0.2090 -1.0835 0.512
C 2.2573 3.6071 1.7268 -1.962
C -4.4949 -2.6526 -1.2227 -1.041
C -3.5539 -1.6368 -1.1038 0.755
C -0.2779 -4.6795 0.5504 -1.799
C 3.6898 -1.3160 -2.1345 0.547
C -0.4706 -0.8247 -1.9250 0.525
C -0.0846 0.2096 5.8926 -0.686
C 0.6500 -0.9506 5.7533 -0.571
C -1.3071 2.1991 2.8689 -0.053
C 1.9304 2.9534 0.3842 2.491
C -2.2049 -2.0146 -0.9969 -0.181
C -0.3892 -3.8143 -0.7093 1.781
C -2.8544 4.9976 0.8561 -0.975
C -0.1611 0.3658 3.4706 -0.862
C 3.7511 0.0087 -1.3631 0.816
C -1.8516 3.3138 -0.5663 -0.831
C 3.5660 -1.1201 -3.6487 -1.369
C -1.8253 3.0748 1.8375 0.639
C -1.8191 -3.3612 -0.9380 0.526
C 0.8055 -0.0474 -1.9395 -0.952
C -1.5209 2.5862 0.5615 1.355
C -2.8104 -4.3337 -1.0535 -0.566
C -3.4457 0.6999 -2.1443 -1.073
C -2.5262 4.5217 -0.4071 -0.993
C 2.9881 1.9917 -0.1161 0.135
C -4.1364 -3.9901 -1.2059 -1.536
C 0.5842 -0.8041 3.3380 -0.554
C 0.9816 -1.4524 4.4886 -0.725
C 2.7074 0.8042 -0.8321 0.385
C 5.0581 0.4554 -1.1536 -1.179
H -0.7245 -1.2698 -2.8899 0.253
H 2.5943 -0.7391 -3.9679 0.206
H 1.3323 3.5546 -1.6259 0.303
H -3.4790 0.2278 -3.1279 0.417
H -4.8928 -4.7578 -1.3008 0.379
H 0.9767 -1.4813 6.6373 0.404
H -0.6784 -4.1585 1.4218 0.400
H 2.5299 2.8644 2.4788 0.408
H -2.5286 -5.3785 -1.0219 0.373
H 0.7682 -4.9237 0.7454 0.451
H 1.5605 -2.3633 4.4164 0.448
H -2.7362 4.6597 2.9735 0.500
H 1.1864 -4.8608 -1.7738 0.389
H 1.2419 0.0436 -2.9311 0.517
H 3.0677 4.3336 1.6549 0.512
H -5.1268 -0.2845 -1.3406 0.617
H 2.5367 4.6071 -0.8841 0.379
H -1.5917 2.9651 -1.5591 0.604
H -5.5382 -2.3802 -1.3258 0.427
H 3.0745 -3.3632 -2.1150 0.582
H -0.4321 -5.4689 -2.1115 0.411
H 0.0956 -3.9549 -2.8350 0.294
H -4.6564 -0.1876 0.9982 0.460
H 6.3760 1.9195 -0.3196 0.395
H 1.7312 -2.3033 -1.8022 -0.055
H 0.8384 -1.1821 2.3555 0.410
H 5.8724 -0.1472 -1.5366 0.431
H -2.7912 5.0991 -1.2835 0.500
H -2.4073 0.9435 -1.9213 -0.314
H 0.9918 2.4216 0.5596 -1.010
H 4.3193 -0.4184 -4.0081 0.402
H -3.3791 5.9378 0.9564 0.416
H 2.9252 -2.5828 -0.5380 0.341
H -4.3546 1.4203 0.3223 0.397
H -0.3363 0.5944 6.8717 0.431
H -3.0043 0.3590 0.7400 0.032
H -0.8193 -5.6203 0.4449 0.343
H 4.5388 3.2890 0.5688 0.316
H 4.6997 -1.7082 -1.9952 0.691
H 1.3783 4.1495 2.0828 0.391
H 3.7226 -2.0735 -4.1562 0.411
H 0.8500 4.6861 -0.3529 0.388
H 0.2384 -2.9384 -0.5353 -0.563
H -3.9926 1.6427 -2.2006 0.462
```